No. 1
Formula: C11H36AsF6O11
Source: the Open Molecules 2025 dataset
Level of theory: ωB97M-V/def2-TZVPD

The geometry in XYZ format:
```
65
Properties=species:S:1:pos:R:3:lowdin_charge:R:1
As 10.3809 -11.0153 17.2632 0.97
F 11.8951 -10.7893 16.4209 -0.24
F 11.0766 -12.5585 18.0019 -0.29
F 8.7794 -11.2095 18.0592 -0.24
F 9.7653 -9.5486 16.5175 -0.24
F 9.8164 -12.1106 15.9323 -0.26
F 11.0223 -10.0423 18.6501 -0.26
O 10.9702 -7.1442 17.7414 -0.06
H 10.5898 -8.0167 17.6404 -0.03
H 10.2157 -6.5627 17.8348 0.03
C 14.4655 -13.3230 17.3354 0.01
C 14.7676 -12.7356 18.7755 -0.30
C 13.5504 -12.8419 19.7450 -0.07
O 14.2118 -13.1693 20.9616 0.10
C 15.4339 -13.5252 20.7518 -0.53
O 16.2894 -13.8336 21.6461 0.06
O 15.6585 -13.5480 19.4184 0.07
H 15.3111 -13.3278 16.6476 0.08
H 13.7171 -12.6270 16.9567 0.05
H 14.0466 -14.3282 17.2887 0.08
H 15.2272 -11.7527 18.8796 0.16
H 12.8252 -13.5527 19.3487 0.12
H 12.9944 -11.9089 19.8363 0.13
C 11.2014 -15.3610 15.8419 -0.14
O 11.3197 -15.0614 17.2522 -0.14
H 10.8433 -14.5224 15.2447 0.06
H 12.1780 -15.7250 15.5230 0.07
H 10.5700 -16.1865 15.5133 0.07
H 11.0799 -14.1519 17.4443 -0.01
C 8.4756 -14.1997 19.3725 -0.15
O 8.4345 -15.6293 19.3969 -0.13
H 7.5355 -13.8451 18.9499 0.07
H 8.5463 -13.7400 20.3583 0.08
H 9.2240 -13.8529 18.6599 0.04
H 9.3186 -15.9957 19.4727 0.07
C 14.2782 -10.9004 14.5700 -0.15
O 15.6676 -11.0749 14.1341 -0.14
H 13.7795 -10.1956 13.9047 0.07
H 13.8001 -11.8795 14.5410 0.07
H 14.2630 -10.5533 15.6031 0.07
H 15.5018 -11.5965 13.3454 0.06
C 7.2126 -13.8656 15.7847 -0.15
O 7.1532 -12.5132 16.1921 -0.14
H 7.4757 -14.0772 14.7483 0.07
H 7.8947 -14.4141 16.4343 0.07
H 6.2252 -14.2896 15.9676 0.08
H 8.0222 -12.3066 16.5437 0.00
C 9.8910 -11.1816 12.7484 -0.13
O 9.5431 -10.1213 13.6913 -0.14
H 9.2543 -11.0850 11.8690 0.07
H 10.9431 -11.1783 12.4637 0.06
H 9.8125 -12.1790 13.1810 0.06
H 9.9045 -10.4456 14.5194 0.00
C 11.3746 -7.3511 14.1985 -0.18
O 11.6221 -6.0463 13.6963 -0.12
H 11.5119 -8.1742 13.4972 0.06
H 11.9898 -7.5858 15.0671 0.07
H 10.3605 -7.3981 14.5955 0.07
H 10.8154 -5.8005 13.2377 0.07
C 6.6993 -9.0203 17.2081 -0.18
O 5.6703 -9.9876 17.3318 -0.12
H 7.3379 -8.9400 18.0877 0.07
H 7.2531 -9.0309 16.2693 0.07
H 6.1664 -8.0706 17.2549 0.07
H 5.8834 -10.8151 16.8942 0.04
```

Output
Multiplicity: 1
Gap between HOMO and LUMO, Ha: 0.3608
HOMO, Ha: -0.2794
Net charge: -1
Energy above the lowest of the compared OMol25 structures with the same formula, charge and spin, kJ/mol: 44.08
DFT total energy, eV: -111659.8702
Lowest unoccupied orbital energy, eV: 2.22

No. 2
Formula: C21H31GaN5O6S
Source: the Open Molecules 2025 dataset
Level of theory: ωB97M-V/def2-TZVPD

The geometry in XYZ format:
```
65
Properties=species:S:1:pos:R:3:lowdin_charge:R:1
O 0.1347 -1.6395 -3.8075 -0.13
H 0.4175 -2.0983 -4.6111 0.09
Ga -0.3087 0.2718 0.0096 0.28
N -0.9864 -0.7938 1.4567 -0.14
N -1.6175 -0.6981 -1.0244 -0.14
N 1.1905 0.9221 1.0044 0.00
N 0.7196 0.8936 -1.5003 0.01
O -0.3868 -1.0652 2.5831 -0.16
O 1.3873 0.7727 2.3457 0.01
O 0.2294 1.0095 -2.7655 0.03
O -1.7791 -0.6241 -2.2903 -0.10
C -2.5423 -1.2724 -0.2105 -0.23
C -2.2065 -1.3076 1.1689 -0.22
C 2.0132 1.6957 0.2809 -0.20
C 1.7610 1.6607 -1.1270 -0.20
C -3.0275 -1.8424 2.2776 0.01
H -3.3277 -1.0256 2.9457 0.07
H -2.4603 -2.5713 2.8656 0.10
H -3.9289 -2.3201 1.8883 0.08
C -3.7891 -1.7444 -0.8528 -0.01
H -3.5454 -2.4188 -1.6860 0.10
H -4.3448 -0.8877 -1.2663 0.10
H -4.4228 -2.2637 -0.1303 0.07
C 3.0318 2.5788 0.9129 0.02
C 2.5514 2.4639 -2.0978 0.02
H 3.3077 2.1953 1.9034 0.10
H 2.6238 3.6000 1.0175 0.10
H 3.9172 2.6245 0.2639 0.10
H 2.0839 2.4534 -3.0859 0.09
H 3.5716 2.0619 -2.1773 0.11
H 2.6416 3.5043 -1.7539 0.10
H 0.7074 0.0219 2.5782 0.06
H -0.5062 0.3056 -2.7955 0.07
C 0.6861 -2.3281 -2.6926 -0.15
H -0.1146 -2.5095 -1.9757 0.06
H 1.4768 -1.7274 -2.2295 0.06
H 1.0994 -3.2961 -3.0120 0.09
O 1.2760 -2.1189 0.4851 -0.06
H 2.2477 -2.2085 0.4300 0.07
H 1.0513 -2.1038 1.4413 0.04
N -1.3635 1.9647 -0.1381 -0.28
S -2.3797 2.8281 0.7545 1.15
C -2.1631 2.2489 2.4367 -0.39
C -0.9744 2.4782 3.1234 -0.08
C -0.8467 2.0371 4.4401 -0.05
C -1.9270 1.4367 5.0826 -0.04
C -3.1291 1.2281 4.3993 -0.06
C -3.2480 1.6255 3.0698 -0.09
C -1.6161 4.4542 0.9189 -0.39
C -2.2242 5.3851 1.7776 -0.07
C -1.5583 6.5647 2.1035 -0.05
C -0.2981 6.8259 1.5512 -0.06
C 0.2649 5.9440 0.6250 -0.07
C -0.4136 4.7663 0.2785 -0.08
H -1.3300 2.2780 -1.1111 0.06
H -0.1896 3.0581 2.6380 0.12
H 0.1030 2.1952 4.9548 0.12
H -1.8325 1.1226 6.1231 0.12
H -3.9805 0.7681 4.9023 0.12
H -4.1732 1.4919 2.5056 0.12
H -3.1963 5.1513 2.2096 0.12
H -2.0188 7.2748 2.7912 0.12
H 0.2392 7.7303 1.8351 0.11
H 1.2296 6.1641 0.1576 0.11
H 0.0036 4.0822 -0.4610 0.09
```

Output
Multiplicity: 1
Gap between HOMO and LUMO (spin up / spin down), Ha: 0.2098 / 0.2103
HOMO (spin up / spin down), Ha: -0.3644 / -0.3651
Net charge: +1
Energy above the lowest of the compared OMol25 structures with the same formula, charge and spin, kJ/mol: 13.23
DFT total energy, eV: -105215.2079
Lowest unoccupied orbital energy (spin up / spin down), eV: -4.21 / -4.21

No. 3
Formula: C47H48FeN5P
Source: the Open Molecules 2025 dataset
Level of theory: ωB97M-V/def2-TZVPD

The geometry in XYZ format:
```
102
Properties=species:S:1:pos:R:3:lowdin_charge:R:1
Fe -0.4484 -0.6398 -0.6058 0.37
C 2.2638 -2.9743 1.8734 -0.03
C 1.0808 -2.4642 1.3070 -0.11
N 1.0745 -1.7202 0.2251 0.08
C 2.2597 -1.4627 -0.4087 -0.16
C 3.4883 -1.9029 0.1040 -0.17
C 3.4593 -2.6750 1.2873 0.00
C 4.6875 -1.5566 -0.5694 -0.06
C 4.6125 -0.8139 -1.7146 -0.09
C 3.3809 -0.4110 -2.2664 -0.03
C 2.1841 -0.7308 -1.6445 -0.22
N 0.9127 -0.4068 -2.0072 0.01
C 0.4600 -0.1419 -3.2568 -0.21
C 1.1347 -0.2205 -4.4697 -0.02
C 0.4945 0.0985 -5.6794 -0.09
C -0.8110 0.5019 -5.7268 -0.06
C -1.5537 0.5466 -4.5224 -0.16
C -2.9173 0.9176 -4.4801 -0.01
C -3.5870 0.9000 -3.2930 -0.03
C -2.9072 0.4871 -2.1311 -0.08
N -1.6373 0.1473 -2.1266 0.05
C -0.9393 0.1978 -3.3080 -0.15
H 2.2010 -3.5726 2.7714 0.11
H 0.1223 -2.6637 1.7670 0.11
H 4.3925 -3.0310 1.7085 0.12
H 5.6374 -1.8951 -0.1752 0.11
H 5.5237 -0.5272 -2.2269 0.11
H 3.3820 0.2020 -3.1555 0.09
H 2.1613 -0.5509 -4.4966 0.09
H 1.0653 0.0226 -6.5971 0.10
H -1.2908 0.7673 -6.6595 0.10
H -3.4138 1.2019 -5.4004 0.12
H -4.6290 1.1774 -3.2181 0.11
H -3.4380 0.4299 -1.1919 0.10
C 0.6107 4.0203 0.6850 -0.12
C -0.3482 3.0797 -0.0428 -0.50
C 0.0278 2.9855 -1.5213 -0.11
P -0.5130 1.3628 0.6843 1.12
C 0.1081 1.5385 2.4357 -0.53
C 0.6378 0.2093 2.9622 -0.12
C -0.9061 2.1428 3.4016 -0.11
C -2.3237 1.1762 0.9554 -0.30
C -3.2320 2.2105 1.1172 -0.07
C -4.5987 1.9995 1.2876 -0.29
C -5.5513 3.1558 1.4259 -0.06
C -5.0362 0.6793 1.3053 -0.05
C -4.1602 -0.3823 1.1593 -0.05
C -2.7849 -0.1675 0.9657 -0.36
N -1.8851 -1.1564 0.6719 -0.03
C -2.1608 -2.4929 0.9533 -0.23
C -1.8803 -3.4880 -0.0093 -0.20
C -1.3303 -3.1757 -1.3781 -0.02
C -2.1009 -4.8252 0.2830 -0.02
C -2.5947 -5.2489 1.5110 -0.28
C -2.8431 -6.7055 1.7914 -0.06
C -2.8339 -4.2711 2.4626 -0.02
C -2.6153 -2.9180 2.2214 -0.21
C -2.8290 -1.9562 3.3603 -0.04
H 0.6061 4.9879 0.1767 0.08
H 1.6334 3.6448 0.6791 0.05
H 0.3189 4.1960 1.7207 0.07
H -1.3391 3.5299 0.0173 0.08
H 0.9736 2.4530 -1.6500 0.07
H 0.1306 3.9881 -1.9448 0.08
H -0.7276 2.4578 -2.0990 0.05
H 0.9564 2.2199 2.3582 0.07
H -0.1289 -0.5652 2.9117 0.05
H 0.9437 0.3168 4.0069 0.08
H 1.4975 -0.1242 2.3841 0.04
H -1.7259 1.4497 3.5980 0.08
H -1.3482 3.0672 3.0261 0.07
H -0.4122 2.3672 4.3506 0.08
H -2.8837 3.2385 1.1277 0.10
H -5.3214 3.7657 2.3029 0.08
H -6.5781 2.8043 1.5306 0.07
H -5.5147 3.8148 0.5554 0.07
H -6.0957 0.4733 1.4196 0.11
H -4.5391 -1.3971 1.1427 0.12
H -2.0176 -3.4922 -2.1659 0.10
H -0.3697 -3.6648 -1.5431 0.09
H -1.1868 -2.1059 -1.5645 0.02
H -1.8788 -5.5644 -0.4822 0.12
H -1.9525 -7.3075 1.6009 0.08
H -3.6420 -7.1010 1.1601 0.08
H -3.1356 -6.8589 2.8302 0.07
H -3.1808 -4.5676 3.4483 0.11
H -2.5581 -2.4314 4.3045 0.08
H -3.8702 -1.6326 3.4356 0.08
H -2.2306 -1.0541 3.2444 0.06
N 2.6727 1.3502 0.5479 0.26
C 3.7309 1.7594 0.3665 -0.12
C 5.0587 2.2546 0.1391 -0.22
C 6.1195 1.7471 0.8864 -0.03
C 7.3951 2.2390 0.6690 -0.07
C 7.6069 3.2272 -0.2838 -0.08
C 6.5476 3.7242 -1.0301 -0.07
C 5.2664 3.2402 -0.8226 -0.02
H 5.9369 0.9729 1.6188 0.12
H 8.2255 1.8517 1.2439 0.11
H 8.6055 3.6112 -0.4466 0.11
H 6.7185 4.4907 -1.7740 0.11
H 4.4301 3.6142 -1.3978 0.12
```

Output
Multiplicity: 1
Gap between HOMO and LUMO (spin up / spin down), Ha: 0.2310 / 0.2284
HOMO (spin up / spin down), Ha: -0.2262 / -0.2235
Net charge: 0
DFT total energy, eV: -100647.3805
Lowest unoccupied orbital energy (spin up / spin down), eV: 0.13 / 0.13

No. 4
Formula: C17H18N2O2
Source: the Open Molecules 2025 dataset
Level of theory: ωB97M-V/def2-TZVPD

The geometry in XYZ format:
```
39
Properties=species:S:1:pos:R:3:lowdin_charge:R:1
C -5.0122 -1.6551 1.7706 -0.08
O -3.8927 -1.2449 1.0254 -0.08
C -3.9582 -0.0914 0.3126 -0.22
C -5.0669 0.7468 0.2904 -0.02
C -5.0502 1.9128 -0.4556 -0.08
C -3.9290 2.2587 -1.1890 -0.09
C -2.8227 1.4322 -1.1725 -0.03
C -2.8056 0.2520 -0.4314 -0.14
C -1.6673 -0.6440 -0.4146 0.00
C -0.4330 -0.3959 -0.8682 0.00
C 0.6113 -1.4348 -0.7894 -0.51
O 0.4188 -2.5612 -0.3697 0.06
N 1.8254 -1.0360 -1.2644 0.05
C 2.9909 -1.8790 -1.1640 -0.17
C 3.7106 -1.7263 0.1898 -0.12
C 4.1424 -0.3063 0.3970 -0.31
C 3.3078 0.6187 1.0222 -0.03
C 3.7377 1.9282 1.1486 -0.07
C 4.9842 2.2737 0.6489 -0.07
C 5.7385 1.2820 0.0416 -0.15
N 5.3317 0.0320 -0.0853 0.11
H -5.8857 -1.8174 1.1310 0.10
H -5.2624 -0.9322 2.5539 0.10
H -4.7249 -2.5987 2.2321 0.10
H -5.9539 0.4988 0.8518 0.10
H -5.9224 2.5494 -0.4623 0.10
H -3.9205 3.1656 -1.7741 0.10
H -1.9559 1.6949 -1.7586 0.11
H -1.8420 -1.6182 0.0234 0.12
H -0.1482 0.5545 -1.2968 0.10
H 1.9777 -0.0610 -1.4662 0.13
H 2.6483 -2.9108 -1.2685 0.12
H 3.6769 -1.6317 -1.9769 0.12
H 3.0278 -2.0352 0.9819 0.12
H 4.5868 -2.3735 0.1880 0.12
H 2.3454 0.3102 1.4033 0.11
H 3.1129 2.6669 1.6305 0.11
H 5.3598 3.2818 0.7303 0.10
H 6.7188 1.4944 -0.3658 0.10
```

Output
Multiplicity: 1
Gap between HOMO and LUMO, Ha: 0.3149
HOMO, Ha: -0.3069
Net charge: 0
SMILES: COc1ccccc1/C=C/C(=O)NCCc1ccccn1
Energy above the lowest of the compared OMol25 structures with the same formula, charge and spin, kJ/mol: 161.44
DFT total energy, eV: -24996.2388
Lowest unoccupied orbital energy, eV: 0.22